13
Properties=species:S:1:pos:R:3:forces:R:3 method="wB97M-V/def2-TZVPD" spin_multiplicity=1 max_force_ha_per_bohr=0.080 mol_weight_da=124.306 charge=0 e_above_lowest_ev=4.628 homo_ev="-8.82 / -8.82" gap_ev="7.78 / 7.78"
Si -1.2853 1.3099 -0.1905 0.288 0.146 -0.558
C -1.2468 0.6485 1.5915 -2.991 -2.342 0.198
S -2.4329 -0.4932 2.1464 2.845 2.716 -1.195
H -1.3475 0.1780 -1.1579 -0.642 0.135 0.289
H 0.0276 1.8436 -0.6099 0.107 0.285 0.376
H -2.2592 2.4536 -0.4269 0.200 -0.809 0.250
H -0.4365 0.9841 2.2115 0.150 -0.062 0.635
C 1.2649 -1.4843 -0.8546 0.075 -0.406 -2.279
S 1.7764 -0.5830 0.6441 2.045 2.568 -2.094
H 0.7107 -2.2332 -0.3664 -1.071 -1.140 0.657
H 2.0214 -2.1372 -1.4246 -0.521 1.559 0.968
H 0.5102 -1.0692 -1.6421 1.617 0.019 1.653
H 2.6970 0.5824 0.0793 -2.101 -2.669 1.098